Record 1
# C11H15FN5O2

2 unconnected molecules or ions with the total composition C11H15FN5O2 (ωB97M-V with the def2-TZVPD basis set, the Open Molecules 2025 dataset).

Cartesian coordinates (Å):
F (3.144, -0.053, -1.055)
O (-1.858, 0.407, 2.464)
O (-3.550, 1.814, 2.984)
N (-3.096, 0.850, 3.344)
N (-3.605, -1.026, 0.622)
N (-2.732, 0.591, -0.912)
N (-1.419, 1.654, 0.490)
N (-2.065, 0.660, 1.169)
C (3.188, -1.905, -2.507)
C (1.282, -3.377, -2.577)
C (-0.431, 2.555, 1.095)
C (-1.848, 1.566, -0.751)
C (-2.859, 0.019, 0.277)
C (1.715, 1.660, 2.175)
C (2.533, -1.149, -1.558)
C (0.643, -2.599, -1.624)
C (1.271, -1.476, -1.104)
C (1.007, 2.044, 0.880)
C (2.554, -3.029, -3.014)
H (1.364, 0.679, 2.496)
H (3.056, -3.637, -3.754)
H (4.175, -1.614, -2.838)
H (0.952, 1.154, 0.260)
H (-3.684, -1.300, 1.585)
H (0.791, -0.862, -0.354)
H (-4.100, -1.570, -0.062)
H (1.540, 2.362, 2.985)
H (-0.349, -2.866, -1.284)
H (2.776, 1.537, 1.983)
H (-1.514, 2.224, -1.535)
H (-0.577, 3.530, 0.644)
H (1.553, 2.780, 0.297)
H (-0.651, 2.628, 2.155)
H (0.793, -4.253, -2.978)

Summary:
* charge: +1
* energy: -25902.2854 eV
* Kohn-Sham gap: 6.584 eV



Record 2
# C6H6Cl2

A molecular structure, C6H6Cl2 (ωB97M-V with the def2-TZVPD basis set, the Open Molecules 2025 dataset).

Cartesian coordinates (Å):
Cl (2.691, -0.627, 0.002)
Cl (-2.689, -0.631, 0.003)
C (-0.979, -0.158, -0.006)
C (0.997, -0.164, -0.005)
C (0.010, -0.682, 1.075)
C (-0.665, 1.335, -0.014)
C (0.663, 1.334, -0.010)
C (0.007, -0.707, -1.063)
H (1.358, 2.134, 0.012)
H (-0.003, -1.804, -1.162)
H (-1.397, 2.160, 0.005)
H (0.015, -0.184, 2.028)
H (0.006, -0.213, -2.010)
H (-0.014, -1.794, 1.147)

Summary:
* energy: -31362.4714 eV
* Kohn-Sham gap: 10.679 eV